Entry 1:
{"formula": "C16H42F6NO11S2Zn", "method": "ωB97M-V/def2-TZVPD", "elements": ["Zn", "S", "S", "F", "F", "F", "F", "F", "F", "O", "O", "O", "O", "O", "O", "O", "O", "O", "O", "O", "N", "C", "C", "C", "C", "C", "C", "C", "C", "C", "C", "C", "C", "C", "C", "C", "C", "H", "H", "H", "H", "H", "H", "H", "H", "H", "H", "H", "H", "H", "H", "H", "H", "H", "H", "H", "H", "H", "H", "H", "H", "H", "H", "H", "H", "H", "H", "H", "H", "H", "H", "H", "H", "H", "H", "H", "H", "H", "H"], "coordinates": [[-2.671, 2.242, -0.365], [-1.514, -0.625, 0.556], [-0.509, 0.221, -1.632], [1.374, 0.970, 0.206], [-0.395, -1.001, 3.002], [1.839, -0.953, -0.792], [2.118, 0.905, -1.833], [-2.224, 0.097, 2.970], [-0.428, 1.101, 2.441], [2.934, -3.886, -4.065], [-1.679, 3.336, 1.068], [-0.787, -1.130, -2.129], [-0.519, -1.666, 0.334], [-0.451, 1.175, -2.716], [-3.712, 1.264, -2.188], [2.287, 3.888, 3.424], [2.764, -2.228, 3.404], [-2.937, -1.059, 0.678], [-1.384, -6.885, 2.850], [-1.657, 3.228, -1.784], [-1.451, 0.747, -0.254], [3.153, -3.151, 1.236], [-1.183, -5.052, 1.183], [2.691, -1.891, 2.033], [-0.542, 5.349, 1.851], [-0.976, 4.395, -1.916], [1.711, -3.321, -3.774], [1.350, 0.263, -0.932], [2.993, 2.740, 3.861], [-4.240, -0.766, -3.335], [-1.100, -0.034, 2.323], [3.402, 1.842, 2.708], [0.517, 3.998, -1.901], [-1.819, 4.474, 1.897], [-4.785, 0.330, -2.369], [1.825, -1.908, -4.369], [-0.632, -6.368, 1.800], [-0.194, 5.415, 0.820], [-0.787, -4.824, 0.193], [1.806, -1.977, -5.457], [3.921, 3.047, 4.344], [-3.320, -1.174, -2.916], [-1.418, 5.135, -1.249], [1.857, 4.321, 4.165], [1.960, -1.853, 3.770], [-1.255, 4.816, -2.882], [0.429, -6.499, 2.014], [-0.831, -7.123, 1.039], [4.129, -3.564, 1.489], [3.146, -3.017, 0.154], [0.641, 3.392, -2.799], [-2.102, 4.162, 2.902], [-4.065, -0.328, -4.318], [2.490, 2.030, 4.517], [0.221, 4.840, 2.439], [1.398, -3.379, -2.731], [3.016, -4.666, -3.513], [1.636, -1.841, 1.762], [-1.377, 2.732, -2.557], [-0.780, 6.328, 2.266], [1.063, -3.992, -4.336], [4.230, 2.276, 2.147], [-4.989, -1.539, -3.507], [-3.545, 1.701, -3.027], [-0.847, 3.015, 1.424], [-5.172, -0.026, -1.414], [3.827, 0.885, 3.011], [0.805, 3.407, -1.032], [1.169, 4.868, -1.824], [3.277, -1.095, 1.574], [-0.908, -4.212, 1.821], [-5.610, 0.842, -2.865], [2.474, -4.004, 1.246], [0.961, -1.272, -4.175], [2.572, 1.527, 2.076], [2.707, -1.431, -3.943], [-2.637, 5.065, 1.484], [-0.993, -7.705, 3.160], [-2.263, -4.923, 1.257]], "forces_ev_per_angstrom": [[0.3, 0.0, -0.9], [-3.4, -4.3, 4.0], [1.6, -2.0, -2.5], [-0.2, -0.6, -0.4], [-0.5, 1.0, -1.3], [-0.5, 0.7, 0.2], [-1.0, -0.3, 0.5], [-1.1, 0.4, 0.3], [0.5, 0.5, -0.5], [2.3, -0.8, 0.8], [0.0, -0.5, -0.1], [-0.1, 2.5, 1.4], [-0.9, 2.2, 0.1], [-0.6, 0.7, 0.9], [0.5, 1.1, 1.7], [-0.6, -0.4, -0.4], [0.2, 1.1, 0.0], [3.1, 1.5, -0.5], [-1.1, 0.8, 1.8], [-2.7, -1.8, 0.2], [2.5, -1.5, -2.7], [-0.2, -0.5, -0.7], [0.8, 0.5, 2.0], [-0.3, -3.3, -1.8], [-0.8, -1.2, 0.3], [1.6, 2.5, -0.3], [-1.1, 0.5, -1.3], [0.3, 0.2, -0.8], [1.1, -1.2, -0.1], [-0.7, 0.5, 0.9], [0.6, -1.8, 1.1], [0.5, 0.0, -0.6], [-0.5, 1.2, 0.5], [-0.7, 2.5, 0.2], [-0.3, -1.1, -1.7], [-1.2, -0.3, 0.4], [-0.7, -1.4, -2.4], [0.0, 0.3, 0.0], [-0.2, -0.4, 0.0], [0.7, 0.0, 0.0], [-0.1, 0.1, 0.3], [-0.1, -0.2, -0.2], [0.7, -0.1, 0.7], [0.2, -0.1, 0.2], [0.1, -0.1, 0.5], [0.4, 0.1, -0.3], [0.3, 1.1, 0.0], [0.5, 0.0, -0.9], [0.1, 0.4, 0.3], [0.4, 0.8, -0.2], [0.6, 0.3, 0.1], [0.1, 0.0, 0.0], [0.2, 0.1, 0.0], [-0.8, 0.7, 0.5], [0.3, 0.3, 0.0], [0.3, 0.3, 0.3], [0.3, -0.2, -0.2], [0.0, 0.7, -0.1], [0.0, -1.3, -0.1], [0.2, -0.1, -0.1], [-1.3, 0.7, 0.0], [-0.4, 0.3, -0.5], [0.1, -0.1, 0.2], [0.0, 0.1, -0.2], [0.4, -1.3, -0.6], [0.6, 0.0, 0.1], [-0.1, 0.1, 0.8], [-0.4, -0.2, 0.1], [0.0, 0.0, -0.7], [0.1, 0.7, 1.0], [0.6, 0.2, 0.1], [-0.1, 0.1, 0.1], [-0.4, 0.1, 0.9], [-0.2, -0.1, 0.4], [0.0, 0.5, -0.1], [0.1, 0.0, -0.4], [-0.2, -0.1, 0.1], [0.1, 0.1, -0.1], [-0.2, -0.9, -0.5]], "spin_multiplicity": 1, "e_tot_ha": -4691.6713, "charge": 1}

Entry 2:
{"formula": "C5H7F3N2O", "method": "ωB97M-V/def2-TZVPD", "elements": ["F", "F", "F", "O", "N", "N", "C", "C", "C", "C", "C", "H", "H", "H", "H", "H", "H", "H"], "coordinates": [[1.810, -2.613, -2.266], [0.066, 0.274, -3.952], [-1.657, 0.781, -2.656], [-0.949, -1.698, -2.190], [-0.349, 0.409, -2.662], [1.032, -2.343, -1.133], [0.449, 0.724, -1.726], [-0.633, -1.301, 0.215], [-0.185, -1.855, -1.235], [0.222, -0.119, 0.632], [0.057, 1.095, -0.396], [0.196, 0.255, 1.688], [-0.474, -2.128, 0.937], [1.262, -0.499, 0.366], [1.607, 0.445, -1.749], [-1.584, -0.891, -0.051], [0.494, 2.056, -0.199], [-1.122, 1.375, -0.429]], "forces_ev_per_angstrom": [[-1.1, 0.0, -0.9], [-0.5, -0.2, 1.4], [1.3, -0.4, -0.2], [-0.7, -0.1, -1.2], [-0.6, 0.7, -1.6], [0.7, 0.9, 2.0], [3.9, -1.3, 0.2], [1.3, -0.6, -1.1], [0.8, -0.2, 0.9], [2.8, 0.7, -1.2], [-5.2, 0.2, 1.3], [-0.3, -0.4, -1.0], [-0.9, 0.6, -0.3], [-0.8, 0.6, 1.1], [-2.7, 0.6, -1.1], [-1.4, -0.6, 0.7], [0.8, 0.2, 0.7], [2.5, -0.7, 0.1]], "spin_multiplicity": 1, "e_above_lowest_kcal_mol": 209.9}

Entry 3:
{"formula": "C29H53BIrO2P2", "method": "ωB97M-V/def2-TZVPD", "elements": ["Ir", "P", "P", "O", "O", "C", "C", "C", "C", "C", "C", "C", "C", "C", "C", "C", "C", "C", "C", "C", "C", "C", "C", "C", "C", "C", "C", "C", "C", "C", "C", "C", "C", "C", "B", "H", "H", "H", "H", "H", "H", "H", "H", "H", "H", "H", "H", "H", "H", "H", "H", "H", "H", "H", "H", "H", "H", "H", "H", "H", "H", "H", "H", "H", "H", "H", "H", "H", "H", "H", "H", "H", "H", "H", "H", "H", "H", "H", "H", "H", "H", "H", "H", "H", "H", "H", "H", "H"], "coordinates": [[-0.465, 0.374, -2.227], [3.184, -0.235, -0.484], [-2.279, -0.873, -1.825], [0.785, 1.811, 1.122], [-1.465, 1.327, 1.419], [0.665, -1.044, -3.100], [1.232, 1.114, -4.380], [-0.677, 1.944, -0.969], [1.250, -0.759, 4.419], [-1.497, 1.981, 3.726], [3.718, 1.497, -0.574], [-1.823, -1.580, 4.041], [0.503, -2.917, 1.476], [0.332, 2.845, 2.025], [1.309, 0.269, -3.139], [1.412, -2.206, 2.315], [-0.776, -2.833, 2.067], [0.062, -1.665, -4.348], [-2.329, -2.697, -1.787], [-1.274, 1.153, -3.800], [-2.030, -3.479, 1.650], [4.540, -1.061, -1.358], [-1.416, -1.285, -4.629], [0.525, 4.180, 1.295], [-1.970, -0.189, -3.720], [-3.656, -0.051, -1.039], [2.846, -1.988, 2.093], [-2.257, 3.520, 1.878], [-0.232, 1.465, -4.844], [1.289, 2.763, 3.195], [0.675, -1.652, 3.387], [0.865, -3.629, 0.234], [-0.679, -2.022, 3.227], [-1.226, 2.463, 2.315], [-0.426, 1.499, 0.506], [-0.477, 1.021, -5.818], [-0.262, 2.553, -4.981], [5.225, -1.440, -0.584], [-2.281, -0.664, 3.633], [-2.127, 3.803, 0.822], [0.465, -0.231, 4.975], [-3.267, 3.088, 1.959], [1.922, -0.021, 3.956], [0.147, 5.003, 1.911], [4.103, -1.925, -1.889], [-2.610, -2.349, 4.069], [-3.286, 0.349, -0.081], [-4.001, 0.768, -1.683], [-2.505, -3.978, 2.507], [1.200, -4.647, 0.442], [-2.000, -3.026, -0.789], [-3.049, -0.030, -3.817], [0.035, 4.202, 0.314], [4.809, 1.590, -0.641], [0.035, 2.691, -1.374], [1.224, -1.736, -2.469], [-2.212, 4.421, 2.502], [3.029, -0.979, 1.645], [5.078, -0.439, -2.092], [3.226, 1.927, -1.460], [-1.509, -1.370, 5.072], [1.861, -1.302, 5.162], [1.600, 4.319, 1.108], [-1.661, -3.149, -2.543], [-1.870, -4.226, 0.867], [0.017, -3.684, -0.464], [0.677, -1.435, -5.236], [-3.354, -3.063, -1.954], [3.339, 2.041, 0.303], [3.407, -2.041, 3.038], [3.253, -2.733, 1.405], [-1.690, 2.390, -1.022], [-1.329, 2.795, 4.446], [1.287, 1.755, 3.640], [-2.050, -2.179, -4.501], [1.762, 2.060, -4.181], [-2.540, 1.651, 3.827], [-0.854, 1.123, 3.977], [1.694, -3.127, -0.286], [-4.470, -0.770, -0.871], [0.125, -2.761, -4.224], [2.215, 0.302, -2.471], [-1.901, 1.997, -3.490], [2.302, 2.951, 2.805], [1.791, 0.638, -5.189], [-1.521, -0.952, -5.671], [-2.760, -2.739, 1.291], [1.044, 3.517, 3.936]], "forces_ev_per_angstrom": [[-1.4, -0.8, 2.1], [-0.6, 0.3, -0.1], [1.2, -0.2, 0.7], [-0.8, -0.2, -0.7], [0.4, 0.2, -0.7], [2.9, -0.7, -0.6], [0.2, 0.7, -0.5], [0.0, 1.2, 0.4], [0.4, 0.2, 0.6], [0.2, 0.0, 0.3], [0.0, 0.5, 0.2], [-0.5, 0.0, 0.5], [-2.7, -0.3, 0.3], [0.1, -0.1, 0.2], [1.9, -0.4, 0.0], [-0.7, 1.0, 1.3], [2.1, -0.7, -2.0], [-0.3, -0.6, 0.0], [-0.6, -0.1, -0.4], [-0.3, 0.1, -0.2], [-0.6, -0.3, -0.1], [0.2, -0.6, -0.4], [-0.3, -0.5, 0.0], [0.0, 0.0, 0.1], [-1.8, 0.0, -0.9], [-0.9, -0.6, 0.2], [0.7, 0.2, 0.2], [0.1, 0.0, 0.0], [0.8, 0.4, -0.6], [0.0, -0.2, 0.1], [-0.4, -0.3, -0.4], [0.1, -0.2, -0.6], [1.6, 1.0, 0.7], [0.0, -0.2, 0.0], [0.4, 0.9, 0.6], [0.1, 0.0, 0.2], [0.0, -0.3, -0.2], [0.1, 0.0, -0.4], [0.1, -0.3, 0.1], [0.1, 0.0, 0.4], [0.3, 0.0, -0.1], [0.4, 0.1, 0.1], [-0.2, -0.2, 0.2], [0.1, 0.0, -0.2], [0.4, 0.2, 0.2], [0.2, 0.2, 0.1], [-0.2, -0.1, -0.3], [0.0, -0.1, 0.2], [0.1, 0.0, -0.3], [0.0, -0.1, -0.1], [-0.1, 0.3, -0.4], [-0.2, 0.0, -0.5], [0.0, 0.0, 0.4], [-0.3, 0.1, -0.1], [-0.1, -0.4, 0.6], [-0.3, -0.1, 0.1], [0.0, -0.2, -0.2], [-0.1, -0.8, 0.6], [-0.1, -0.2, 0.4], [0.3, 0.2, 0.1], [-0.2, 0.0, -0.2], [-0.2, 0.1, -0.2], [-0.3, 0.0, 0.2], [-0.2, 0.4, 0.4], [-0.1, 0.0, 0.1], [0.3, -0.1, 0.2], [-0.1, 0.1, 0.4], [0.3, 0.1, 0.0], [0.1, -0.1, -0.3], [-0.1, 0.0, -0.2], [0.1, 0.1, 0.0], [0.1, -0.4, -0.1], [0.0, -0.3, -0.1], [-0.1, 0.6, -0.1], [0.2, 0.4, -0.3], [-0.2, -0.3, -0.1], [0.2, 0.2, -0.1], [-0.2, 0.5, -0.1], [-0.2, 0.0, 0.1], [0.0, 0.4, 0.1], [-0.1, 0.4, -0.1], [-0.8, 0.3, -1.2], [0.0, -0.1, -0.3], [-0.4, 0.0, 0.2], [0.0, 0.0, -0.2], [-0.1, -0.1, 0.3], [-0.1, -0.1, 0.0], [0.1, 0.1, 0.3]], "spin_multiplicity": 5, "charge": 1, "e_above_lowest_kcal_mol": 55.0}

Entry 4:
{"formula": "C4H4O2S2", "method": "ωB97M-V/def2-TZVPD", "elements": ["S", "S", "O", "O", "C", "C", "C", "C", "H", "H", "H", "H"], "coordinates": [[2.272, -1.414, 0.077], [-2.273, -1.414, -0.078], [1.300, 0.897, -0.613], [-1.304, 0.894, 0.610], [0.603, 2.036, -0.271], [-0.606, 2.026, 0.275], [1.578, -0.006, 0.363], [-1.570, -0.005, -0.358], [-1.118, 2.952, 0.507], [1.289, 0.374, 1.352], [1.110, 2.951, -0.531], [-1.273, 0.337, -1.339]], "forces_ev_per_angstrom": [[0.0, 0.0, 0.0], [0.0, 0.1, 0.0], [0.1, -0.2, -0.1], [0.0, -0.1, 0.3], [-0.1, -0.2, 0.1], [0.1, 0.4, -0.2], [-0.1, 0.4, 0.2], [-0.2, -0.3, 0.0], [0.1, -0.1, 0.1], [0.1, -0.2, -0.2], [0.0, 0.1, 0.0], [0.1, 0.1, -0.3]], "spin_multiplicity": 1, "smiles": "S=CO/C=C\\OC=S", "e_above_lowest_kcal_mol": 47.1}